(1)
{"formula": "C44H31AsF2NPd", "method": "ωB97M-V with the def2-TZVPD basis set", "species": ["Pd", "As", "F", "F", "N", "C", "C", "C", "C", "C", "C", "C", "C", "C", "C", "C", "C", "C", "C", "C", "C", "C", "C", "C", "C", "C", "C", "C", "C", "C", "C", "C", "C", "C", "C", "C", "C", "C", "C", "C", "C", "C", "C", "C", "C", "C", "C", "C", "C", "H", "H", "H", "H", "H", "H", "H", "H", "H", "H", "H", "H", "H", "H", "H", "H", "H", "H", "H", "H", "H", "H", "H", "H", "H", "H", "H", "H", "H", "H", "H"], "xyz": [[-0.009, 0.497, -0.511], [0.031, 2.465, 1.049], [-4.149, -2.216, 1.020], [-0.062, -3.212, 3.019], [-2.171, 0.682, -1.253], [-4.003, 2.219, 2.209], [3.066, -2.134, -4.728], [-4.389, 0.175, -0.573], [-1.556, 1.542, 3.331], [-0.142, -1.456, 1.475], [-0.879, 6.255, -0.455], [1.524, -5.455, -2.750], [-2.290, -0.887, 0.447], [4.182, -2.127, -5.545], [-3.013, -0.008, -0.484], [1.822, -2.981, -2.766], [0.063, 4.358, 0.695], [1.359, -1.762, -2.375], [2.993, -3.021, -3.653], [-2.846, -1.935, 1.170], [1.209, -4.191, -2.231], [0.957, -6.591, -2.202], [-3.962, 1.590, 3.446], [1.407, 2.885, 3.592], [4.072, -3.867, -3.377], [0.981, -0.651, -1.962], [5.197, -3.836, -4.184], [1.059, 5.172, 1.221], [-0.911, -0.692, 0.630], [-4.873, 1.083, -1.498], [-0.889, 4.898, -0.168], [0.277, -4.090, -1.186], [1.070, 6.529, 0.924], [-1.591, 2.187, 2.099], [-2.824, 2.508, 1.536], [5.248, -2.975, -5.272], [1.400, 2.182, 2.387], [-2.738, 1.251, 4.003], [0.100, 7.072, 0.095], [3.298, 0.901, 3.144], [3.297, 1.600, 4.341], [-3.988, 1.791, -2.304], [-2.635, 1.560, -2.139], [-0.782, -2.465, 2.176], [2.349, 1.191, 2.169], [2.350, 2.594, 4.565], [0.070, -6.479, -1.140], [-2.126, -2.736, 2.035], [-0.276, -5.228, -0.636], [0.117, 8.128, -0.140], [-0.612, 1.260, 3.777], [4.227, -1.451, -6.388], [-0.978, -5.145, 0.183], [-4.338, 2.502, -3.039], [-2.604, -3.540, 2.576], [-2.880, 2.988, 0.566], [2.345, 3.137, 5.501], [-1.892, 2.082, -2.731], [-2.697, 0.759, 4.967], [2.352, 0.648, 1.232], [4.030, 1.371, 5.103], [2.186, -5.541, -3.599], [6.126, -2.959, -5.905], [0.665, 3.652, 3.778], [2.236, -1.468, -4.927], [4.045, -4.510, -2.507], [-4.881, 1.361, 3.970], [4.039, 0.132, 2.964], [1.201, -7.564, -2.605], [-4.954, 2.483, 1.762], [-5.064, -0.369, 0.068], [-1.630, 6.672, -1.112], [-5.940, 1.244, -1.586], [0.917, -1.287, 1.614], [-1.640, 4.266, -0.626], [1.842, 7.162, 1.343], [6.037, -4.480, -3.959], [-0.370, -7.370, -0.711], [1.827, 4.760, 1.860], [0.008, -3.111, -0.811]], "forces_ev_per_a": [[0.49, 1.27, -1.46], [-0.06, -0.92, 0.90], [-0.05, 0.02, 0.01], [0.04, -0.07, 0.02], [-0.09, 0.39, -0.34], [0.03, 0.01, 0.02], [0.02, 0.04, -0.05], [-0.10, -0.05, -0.08], [-0.06, -0.03, 0.02], [0.08, -0.08, 0.30], [-0.01, -0.03, 0.01], [-0.04, -0.04, -0.04], [-0.14, -0.06, 0.24], [-0.01, 0.01, 0.00], [0.15, -0.16, 0.16], [0.26, -0.39, 0.14], [0.04, 0.05, -0.34], [-0.30, 0.49, -0.21], [-0.14, 0.05, 0.04], [0.02, -0.03, 0.10], [0.15, 0.16, -0.05], [0.00, 0.04, -0.01], [0.00, -0.01, -0.04], [-0.02, 0.00, 0.00], [0.01, -0.04, -0.04], [0.23, -0.65, 0.51], [-0.04, 0.01, 0.05], [-0.04, 0.08, -0.01], [-0.33, -0.27, -0.03], [0.00, 0.00, 0.01], [0.02, 0.07, 0.03], [0.00, -0.02, 0.08], [0.00, -0.02, 0.01], [-0.05, 0.13, -0.02], [-0.01, 0.07, 0.08], [0.00, -0.01, -0.01], [-0.01, 0.08, 0.06], [0.04, -0.02, -0.03], [0.01, -0.01, -0.03], [-0.02, 0.02, -0.04], [-0.02, -0.01, 0.00], [-0.01, 0.02, 0.00], [-0.12, -0.08, 0.04], [0.03, 0.06, 0.03], [0.08, 0.07, 0.09], [0.01, 0.00, -0.01], [-0.04, -0.02, 0.02], [-0.10, -0.05, 0.00], [0.00, 0.02, -0.03], [-0.02, -0.01, 0.03], [0.01, 0.00, 0.01], [0.00, -0.01, 0.00], [-0.01, 0.00, -0.01], [0.00, -0.01, 0.01], [0.00, 0.03, 0.01], [-0.02, -0.01, -0.01], [0.00, 0.00, -0.02], [0.00, 0.01, -0.01], [0.00, 0.00, -0.02], [0.00, -0.03, -0.08], [-0.01, 0.01, -0.02], [0.01, -0.01, 0.00], [-0.01, 0.00, 0.00], [-0.01, 0.00, 0.01], [0.02, 0.00, 0.01], [0.00, -0.02, -0.03], [0.01, 0.02, 0.00], [-0.02, 0.01, 0.00], [-0.01, 0.00, -0.01], [0.02, 0.00, 0.01], [0.03, 0.00, 0.00], [0.02, -0.01, 0.00], [0.02, 0.00, -0.01], [-0.01, -0.02, -0.01], [-0.01, 0.00, -0.01], [0.00, -0.01, -0.01], [0.00, 0.01, 0.00], [0.02, 0.02, 0.00], [0.03, 0.00, 0.01], [0.03, -0.02, 0.04]], "mulliken_charge": [-1.10, 1.15, -0.38, -0.38, 0.07, -0.62, -0.56, -0.92, 0.08, -1.25, -0.77, -0.26, -0.14, -0.67, -0.14, 0.32, 0.57, 0.07, 0.54, 1.42, 0.04, -0.88, -0.66, 0.17, -0.18, -0.35, -0.78, -0.48, 2.37, -0.45, -0.19, 0.23, -0.71, 0.90, -0.22, -0.42, -0.28, -0.82, -0.50, -0.72, -0.51, -0.75, -0.53, 0.29, -0.83, -0.81, -0.53, -1.07, -0.49, 0.38, 0.40, 0.40, 0.49, 0.46, 0.57, -0.18, 0.42, 0.49, 0.44, 0.69, 0.40, 0.60, 0.40, 0.56, 0.43, 0.59, 0.41, 0.44, 0.41, 0.49, 0.53, 0.42, 0.46, 0.54, 0.17, 0.41, 0.40, 0.42, 0.41, 0.13], "gap_ev": 6.09, "homo_energy_ev": -10.57, "total_charge": 1, "relative_energy_kj_mol": 192.9}

---

(2)
{"formula": "C44H31N6NaO6PS", "method": "ωB97M-V with the def2-TZVPD basis set", "species": ["S", "P", "Na", "O", "O", "O", "O", "O", "O", "N", "N", "N", "N", "N", "N", "C", "C", "C", "C", "C", "C", "C", "C", "C", "C", "C", "C", "C", "C", "C", "C", "C", "C", "C", "C", "C", "C", "C", "C", "C", "C", "C", "C", "C", "C", "C", "C", "C", "C", "C", "C", "C", "C", "C", "C", "C", "C", "C", "C", "H", "H", "H", "H", "H", "H", "H", "H", "H", "H", "H", "H", "H", "H", "H", "H", "H", "H", "H", "H", "H", "H", "H", "H", "H", "H", "H", "H", "H", "H", "H"], "xyz": [[-0.596, -8.002, 0.116], [0.704, 1.863, -1.558], [-1.262, 0.058, -0.470], [-1.400, 1.912, -1.279], [-0.151, 1.208, 1.259], [-3.202, 2.415, -2.491], [-3.481, -0.690, -1.183], [-5.634, -0.235, -0.890], [-0.449, 2.527, 3.056], [-0.361, -2.055, -1.119], [0.176, -6.863, -0.779], [-2.014, -2.159, 1.025], [1.169, -1.280, 1.497], [-2.806, 0.856, 0.895], [-1.573, -6.989, 0.962], [0.741, 2.939, -0.086], [-4.333, -0.088, -0.577], [-1.318, -5.746, 0.565], [-3.375, -3.385, 2.563], [-1.927, -4.560, 1.071], [2.594, 1.885, -1.803], [-0.313, -5.674, -0.442], [0.920, 2.145, 1.174], [0.053, -4.419, -1.015], [0.809, 2.944, 2.493], [-2.885, -2.200, 1.999], [2.601, -3.108, 3.038], [-2.005, 2.468, -2.257], [1.226, 3.739, -3.659], [-3.386, 2.368, 2.693], [4.894, 2.374, -1.243], [-1.054, 1.739, 2.120], [-0.561, 4.712, -4.955], [0.601, 5.019, 1.150], [-2.881, -4.578, 2.092], [-4.697, 2.304, 2.321], [0.768, 4.426, 2.341], [-1.491, 4.053, -4.172], [0.996, -4.304, -2.040], [-5.081, 1.524, 1.217], [-0.592, -3.241, -0.553], [2.299, -1.801, 1.059], [4.415, 0.733, -2.916], [0.555, 4.269, -0.073], [0.299, 3.058, -2.878], [-4.077, 0.811, 0.564], [0.493, -1.977, -2.106], [5.340, 1.450, -2.173], [3.065, 0.958, -2.732], [1.400, -2.568, 3.486], [0.794, 4.558, -4.688], [3.538, 2.579, -1.051], [3.051, -2.714, 1.784], [-1.060, 3.231, -3.146], [1.223, -3.067, -2.596], [3.375, -4.063, 3.896], [-2.413, 1.671, 1.905], [0.727, -1.663, 2.682], [-1.533, -3.304, 0.535], [-2.556, 4.151, -4.332], [5.611, 2.941, -0.662], [-5.694, -0.800, -1.675], [1.851, 1.566, 1.115], [0.769, 4.990, 3.262], [3.201, 3.298, -0.315], [0.387, 4.808, -0.994], [0.605, -0.991, -2.533], [1.003, -2.857, 4.449], [-6.104, 1.483, 0.883], [2.341, 0.407, -3.323], [4.346, -4.283, 3.459], [0.519, 6.096, 1.083], [-0.204, -1.214, 2.999], [-3.220, -1.237, 2.357], [3.525, -3.644, 4.891], [3.970, -3.113, 1.379], [2.824, -4.996, 4.008], [1.589, 2.638, 3.208], [1.506, -5.196, -2.375], [4.755, -0.007, -3.630], [1.522, 5.093, -5.285], [-3.198, -5.533, 2.486], [2.284, 3.638, -3.456], [6.400, 1.288, -2.315], [-3.053, 2.956, 3.536], [-5.449, 2.850, 2.877], [-0.886, 5.350, -5.767], [1.933, -2.932, -3.398], [-4.114, -3.355, 3.350], [2.622, -1.459, 0.084]], "forces_ev_per_a": [[-0.15, 1.67, -0.03], [0.98, 0.36, -0.13], [0.03, -1.31, 0.46], [-0.23, 0.98, -0.70], [0.64, -0.51, 0.05], [-0.45, 0.07, -0.29], [0.15, -0.22, -0.29], [-0.47, 0.05, -0.05], [0.47, 0.11, 0.55], [-0.29, -0.10, 0.28], [-0.13, -0.11, 0.11], [0.54, -0.01, -0.56], [-0.13, 0.14, -0.44], [-0.83, -0.78, -0.39], [0.18, -0.11, -0.14], [-0.07, 0.27, -0.04], [-0.21, -0.26, -0.39], [0.29, -1.28, -0.14], [0.15, -0.08, -0.15], [-0.25, 1.17, 0.12], [-0.23, -0.20, 0.12], [-0.05, -1.34, 0.26], [0.36, 0.39, -0.03], [0.05, 1.25, -0.24], [0.20, 0.04, 0.05], [-0.44, 0.03, 0.46], [-0.03, 0.13, -0.07], [-0.17, 0.18, 0.08], [0.03, 0.00, 0.04], [-0.71, 0.25, 0.29], [0.21, 0.03, 0.05], [-2.58, -0.03, 0.23], [-0.02, 0.09, -0.05], [0.19, 0.16, 0.97], [0.05, 0.04, -0.03], [0.59, 0.11, 0.39], [0.00, 0.20, -0.28], [-0.06, -0.10, 0.02], [-0.10, 0.09, 0.06], [-0.41, -0.51, -0.68], [0.98, -0.74, -0.96], [0.27, -0.14, 0.00], [0.12, -0.08, -0.15], [0.13, -0.94, -0.51], [-0.18, -0.12, -0.32], [-0.15, 0.76, 0.83], [0.44, -0.09, -0.50], [0.16, 0.03, 0.04], [-0.02, 0.02, 0.01], [0.12, -0.07, -0.11], [0.07, 0.15, -0.12], [-0.16, 0.07, -0.04], [-0.07, -0.06, 0.13], [0.20, -0.07, 0.15], [-0.08, -0.07, 0.12], [-0.05, -0.03, -0.03], [2.10, 0.55, 0.55], [-0.08, -0.06, 0.35], [-0.97, -0.86, 1.22], [-0.05, -0.01, -0.03], [0.04, 0.01, 0.05], [0.27, 0.11, 0.14], [-0.11, 0.03, 0.10], [0.03, 0.15, 0.05], [0.02, 0.07, 0.01], [-0.06, 0.00, -0.14], [0.15, 0.15, -0.10], [-0.08, 0.05, 0.10], [-0.07, -0.05, -0.04], [-0.03, -0.10, -0.03], [0.06, -0.04, 0.01], [-0.09, 0.08, 0.09], [-0.15, 0.10, 0.09], [-0.10, 0.21, 0.05], [0.04, -0.02, 0.03], [0.12, 0.00, -0.04], [0.02, -0.10, 0.04], [-0.13, 0.06, -0.21], [0.06, -0.02, -0.08], [0.00, 0.00, -0.08], [0.03, 0.00, -0.04], [-0.04, -0.02, 0.06], [0.03, 0.01, -0.06], [0.04, -0.02, 0.00], [-0.04, 0.07, 0.07], [-0.01, 0.05, 0.04], [0.01, 0.04, -0.01], [0.03, 0.04, -0.05], [-0.02, 0.05, 0.03], [0.13, -0.01, -0.17]], "mulliken_charge": [0.09, 1.13, 1.17, -0.36, 0.95, -0.87, -0.47, -0.54, -0.50, 0.56, -0.74, 0.48, 0.45, 1.30, -0.77, -0.02, 0.14, 1.19, -1.21, -0.13, 0.27, 0.92, -0.67, -0.03, 0.49, -0.24, 1.30, 0.03, -0.73, -1.46, -0.77, -0.12, -0.58, -0.66, -0.84, -0.41, -1.36, -0.52, -0.85, -1.24, -0.17, -0.50, -0.88, 0.21, -0.18, 0.33, -0.33, -0.50, -0.07, -1.01, -0.72, -0.19, -1.10, 0.03, -1.00, -1.51, -0.31, -0.48, -0.03, 0.52, 0.41, 0.36, 0.50, 0.39, 0.37, 0.39, 0.28, 0.43, 0.49, 0.41, 0.35, 0.40, 0.52, 0.41, 0.36, 0.36, 0.31, 0.36, 0.51, 0.40, 0.42, 0.52, 0.47, 0.37, 0.47, 0.40, 0.37, 0.52, 0.46, 0.49], "gap_ev": 2.95, "homo_energy_ev": -1.78, "total_charge": -1, "relative_energy_kj_mol": 455.1}

---

| no. | E_tot (Eh) |
| --- | --- |
| 1 | -4313.1075 |
| 2 | -3377.2659 |